[1]
DFT (wB97M-V/def2-TZVPD) results for a structure of composition C25H48P4PbS at a distorted geometry.

Each line ends with the Mulliken charge.
Cartesian coordinates (Å):
Pb  -0.01  -0.07  -0.65  1.1581
P  -1.77  2.00  0.19  0.7828
P  -1.99  -1.79  0.75  0.5189
P  1.98  1.86  -1.47  0.5421
H  -1.31  -4.91  -2.15  0.3776
C  -0.30  -4.69  -2.53  -0.5412
C  0.80  -4.87  -1.77  -0.6121
H  0.74  -5.18  -0.73  0.3450
C  -3.11  2.30  -1.03  -1.2828
C  -2.70  1.90  1.76  -0.6277
C  -1.00  3.65  0.33  -1.0529
C  -1.56  -3.56  0.60  -0.5899
C  -2.52  -1.71  2.51  -1.1060
C  -3.58  -1.73  -0.16  -1.2441
C  3.42  0.96  -2.17  -1.0119
C  2.79  3.08  -0.38  -1.0745
C  1.46  2.85  -2.92  -1.0749
H  -0.23  -4.38  -3.57  0.2844
H  1.80  -4.77  -2.20  0.2960
H  -3.54  3.29  -0.83  0.4694
H  -3.89  1.53  -0.92  0.3286
H  -2.71  2.26  -2.05  0.3998
H  -3.17  2.87  1.96  0.5216
H  -2.02  1.65  2.59  -0.2592
H  -3.49  1.13  1.69  0.4321
H  -1.80  4.40  0.37  0.5672
H  -0.35  3.85  -0.53  0.2224
H  -0.41  3.70  1.25  0.1715
H  -2.49  -4.15  0.61  0.5351
H  -0.95  -3.85  1.47  0.4700
H  -0.99  -3.79  -0.31  -0.4974
H  -3.52  -2.15  2.62  0.5190
H  -2.55  -0.66  2.85  0.1429
H  -1.80  -2.25  3.14  0.4402
H  -4.23  -2.53  0.22  0.5288
H  -3.39  -1.87  -1.23  0.3957
H  -4.06  -0.75  -0.01  0.2941
H  4.03  1.65  -2.76  0.4584
H  3.07  0.14  -2.81  0.2131
H  4.02  0.54  -1.35  0.3580
H  3.38  3.79  -0.97  0.4738
H  3.45  2.57  0.34  0.3544
H  2.02  3.64  0.19  0.2980
H  2.36  3.30  -3.37  0.4925
H  0.78  3.65  -2.60  0.3561
H  0.95  2.21  -3.64  0.2854
C  0.09  -0.75  -4.25  1.1143
C  0.00  -0.43  -5.62  -0.4726
C  0.80  -1.07  -6.55  -0.6478
C  1.73  -2.04  -6.14  -0.4878
C  1.85  -2.34  -4.78  -0.5746
C  1.04  -1.72  -3.84  -0.5387
S  -0.98  0.01  -3.14  -0.1880
H  0.81  -0.18  1.53  -0.6599
H  -0.72  0.34  -5.92  0.5118
H  0.70  -0.82  -7.61  0.4522
H  2.35  -2.56  -6.87  0.4632
H  2.58  -3.08  -4.44  0.4658
H  1.09  -1.98  -2.78  0.2160
C  3.15  0.48  2.53  -1.1258
P  1.53  -0.22  2.78  1.2682
C  1.59  -1.94  3.28  -1.3049
C  0.55  0.75  3.94  0.7419
C  -0.29  0.14  4.88  -0.4034
C  -1.13  0.91  5.68  -0.7109
C  -1.12  2.31  5.58  -0.6075
C  -0.26  2.93  4.66  -0.6481
C  0.57  2.16  3.84  -0.4873
H  3.43  0.41  1.47  0.3283
H  3.89  -0.08  3.13  0.4835
H  3.17  1.53  2.84  0.4363
H  1.96  -2.00  4.31  0.4789
H  0.60  -2.40  3.21  0.3382
H  2.28  -2.48  2.61  0.4364
H  -0.29  -0.95  5.01  0.4645
H  -1.80  0.43  6.40  0.4598
H  -1.77  2.91  6.21  0.4519
H  -0.24  4.02  4.58  0.4750
H  1.24  2.65  3.14  0.2127

Calculated values
ΔE to the lowest compared entry with this formula, charge and spin: 1.6 kJ/mol
Net charge: +4
HOMO (alpha / beta): -19.322 / -19.320 eV

[2]
DFT (wB97M-V/def2-TZVPD) results for a structure of composition C4H12AgI2N4O8 at a distorted geometry.

Each line ends with the natural charge from an NBO analysis.
Cartesian coordinates (Å):
Ag  0.84  0.64  -0.91  0.8095
I  2.00  -0.50  1.61  -0.8641
I  -1.32  1.31  -2.86  0.0225
C  -3.39  1.29  1.49  -0.4762
N  -2.10  0.49  1.57  0.5244
O  -1.87  -0.13  2.59  -0.3333
O  -1.33  0.64  0.58  -0.4146
H  -3.67  1.60  0.48  0.2376
H  -3.25  2.10  2.20  0.2376
H  -4.14  0.57  1.83  0.2253
C  3.85  -2.70  -1.63  -0.4733
N  2.69  -2.16  -2.46  0.5291
O  2.03  -1.20  -2.01  -0.4343
O  2.57  -2.42  -3.63  -0.3428
H  4.63  -2.95  -2.36  0.2279
H  3.46  -3.60  -1.15  0.2380
H  4.26  -1.96  -0.95  0.2647
C  -0.95  -3.57  0.33  -0.4829
N  -1.33  -2.36  -0.54  0.5453
O  -0.50  -1.50  -0.81  -0.3897
O  -2.42  -2.32  -1.04  -0.3855
H  -0.03  -3.41  0.89  0.2597
H  -0.86  -4.44  -0.33  0.2301
H  -1.83  -3.67  0.97  0.2321
C  0.71  4.89  1.08  -0.4763
N  -0.01  3.68  0.68  0.5296
O  -1.21  3.75  0.44  -0.3599
O  0.71  2.68  0.43  -0.4118
H  1.13  4.64  2.05  0.2459
H  -0.05  5.65  1.25  0.2342
H  1.40  4.95  0.24  0.2510

Calculated values
Spin multiplicity: 2
<S²>: 0.75
HOMO (alpha / beta): -7.019 / -6.990 eV

[3]
DFT (wB97M-V/def2-TZVPD) results for a cluster of 2 separate species, C17H22Cl2F6N4O5S in total at a distorted geometry.

Each line ends with the natural charge from an NBO analysis.
Cartesian coordinates (Å):
C  -1.13  2.19  2.55  -0.6797
C  -0.77  2.04  1.08  0.3233
N  -1.73  1.92  0.27  -0.5915
C  0.72  2.01  0.79  -0.5145
C  1.22  2.10  -0.67  0.3039
N  1.12  3.46  -1.25  -0.6090
C  2.04  4.21  -0.97  0.9145
O  2.85  5.00  -0.65  -0.4644
N  2.71  1.89  -0.53  -0.6665
C  3.20  0.68  -1.06  0.7213
O  4.33  0.33  -0.99  -0.5308
C  2.03  -0.08  -1.76  -0.2398
C  1.77  -1.19  -0.70  -0.3820
C  0.61  -2.13  -1.05  -0.4175
C  -0.43  -2.23  0.09  -0.4224
C  0.19  -2.45  1.47  -0.2165
N  -0.77  -2.80  2.54  -0.6478
C  -2.05  -2.25  2.37  0.7177
C  -3.19  -3.21  2.04  -0.7165
O  -2.26  -1.07  2.51  -0.5986
C  2.41  -0.72  -3.10  0.6333
F  3.04  -1.87  -2.82  -0.3148
F  1.37  -1.08  -3.83  -0.2912
C  3.41  0.08  -3.99  0.9220
F  4.64  -0.29  -3.76  -0.2918
F  3.33  1.38  -3.83  -0.3017
F  3.17  -0.20  -5.25  -0.3001
C  0.86  0.91  -1.63  -0.4581
S  -0.13  1.35  -3.07  2.4209
O  0.65  1.58  -4.23  -0.8932
O  -1.06  0.29  -3.20  -0.9208
F  -0.95  2.63  -2.74  -0.4463
H  -0.28  2.06  3.21  0.2070
H  -1.85  1.40  2.76  0.2581
H  -1.63  3.15  2.66  0.2425
H  -1.36  1.81  -0.67  0.3090
H  1.16  2.86  1.32  0.2455
H  1.14  1.13  1.28  0.2333
H  3.03  1.84  0.43  0.4032
H  2.69  -1.69  -0.41  0.2530
H  1.46  -0.63  0.19  0.1933
H  0.06  -1.74  -1.91  0.2349
H  0.95  -3.14  -1.28  0.2237
H  -1.12  -3.05  -0.10  0.2116
H  -0.98  -1.28  0.07  0.2122
H  0.66  -1.52  1.79  0.1851
H  0.99  -3.20  1.47  0.2076
H  -0.82  -3.80  2.68  0.3715
H  -4.12  -2.89  2.48  0.2475
H  -2.91  -4.19  2.45  0.2093
H  -3.22  -3.29  0.96  0.2387
H  0.12  0.40  -1.02  0.2736
C  -4.94  0.66  3.29  -0.3985
Cl  -4.92  1.80  4.64  -0.0356
Cl  -6.14  -0.62  3.54  -0.0404
H  -5.20  1.20  2.38  0.2242
H  -3.97  0.21  3.19  0.2488

Calculated values
SMILES: [H]/N=C(/C)C[C@@]1(N=C=O)NC(=O)[C@](CCCCNC(C)=O)(C(F)(F)C(F)(F)F)[C@@H]1S(=O)(=O)F.ClCCl
ΔE to the lowest compared entry with this formula, charge and spin: 114.3 kJ/mol
HOMO: -10.289 eV

[4]
DFT (wB97M-V/def2-TZVPD) results for a structure of composition C5H5N3 at a distorted geometry.

Each line ends with the natural charge from an NBO analysis.
Cartesian coordinates (Å):
C  2.61  -0.24  -0.25  0.2660
C  1.08  -0.36  -0.22  0.0611
C  0.49  0.80  -0.40  -0.2866
C  -0.94  1.07  0.25  -0.2544
C  -0.70  -1.48  -0.15  0.2898
H  0.95  1.72  -0.22  0.2334
H  -1.06  1.06  1.49  0.2100
H  -1.65  2.17  -0.11  0.2375
H  -2.34  -0.39  -0.29  0.3848
H  -1.40  -2.27  -0.15  0.1864
N  3.78  -0.05  0.08  -0.3148
N  -1.43  -0.36  -0.29  -0.5578
N  0.61  -1.69  0.27  -0.4554

Calculated values
ΔE to the lowest compared entry with this formula, charge and spin: 459.7 kJ/mol
HOMO: -9.233 eV

[5]
DFT (wB97M-V/def2-TZVPD) results for a structure of composition CH3O3PS at a distorted geometry.

Each line ends with the natural charge from an NBO analysis.
Cartesian coordinates (Å):
C  1.79  0.57  -0.03  -0.2438
O  0.76  -0.39  0.10  -0.8480
O  -1.59  -0.26  0.70  -0.9622
O  -3.32  -1.02  -0.79  -0.8585
P  -0.64  -0.70  -0.60  1.1379
S  -3.21  -0.55  0.60  1.1968
H  1.33  1.55  0.14  0.1885
H  2.48  0.29  0.87  0.1995
H  2.40  0.51  -0.98  0.1897

Calculated values
ΔE to the lowest compared entry with this formula, charge and spin: 259.6 kJ/mol
HOMO (alpha / beta): -8.619 / -7.509 eV

[6]
DFT (wB97M-V/def2-TZVPD) results for a cluster of 2 separate species, C4H5F3O in total at a distorted geometry.

Each line ends with the natural charge from an NBO analysis.
Cartesian coordinates (Å):
C  0.64  2.07  0.04  -0.6781
C  0.64  0.72  0.79  0.2661
C  -1.53  -1.96  -0.58  0.2678
C  0.82  -0.48  0.23  0.6240
O  -1.64  -0.83  -0.78  -0.5104
F  0.32  0.72  2.04  -0.3024
F  0.79  -1.71  0.75  -0.3090
F  1.15  -0.57  -1.06  -0.3169
H  1.60  2.03  -0.41  0.2391
H  -0.13  1.99  -0.74  0.2405
H  -1.96  -2.28  0.35  0.1188
H  -0.97  -2.55  -1.34  0.1165
H  0.27  2.85  0.71  0.2440

Calculated values
SMILES: CC(F)=C(F)F.C=O
ΔE to the lowest compared entry with this formula, charge and spin: 173.8 kJ/mol
HOMO: -9.128 eV